(1)
Formula: C3H8ClN2
Source: the Open Molecules 2025 dataset
Level of theory: ωB97M-V/def2-TZVPD

Calculated values
Total charge = +1
ΔE to the lowest compared entry with this formula, charge and spin = 301.2 kJ/mol
Kohn-Sham gap = 9.6 eV

Element x y z (Å)
1 C -0.111 -0.812 -1.754
2 C 0.604 0.511 1.940
3 C 0.103 0.739 0.569
4 N 0.908 -0.088 -0.309
5 N -1.385 -1.037 -1.580
6 Cl 0.768 -1.125 -3.059
7 H 1.601 0.860 2.252
8 H -0.072 0.991 2.803
9 H 0.495 -0.538 2.278
10 H -0.898 0.472 0.468
11 H 0.309 1.806 0.288
12 H 1.570 0.417 -0.886
13 H -1.884 -0.717 -0.740
14 H -2.008 -1.482 -2.270



(2)
Formula: AlO2V
Source: the Open Molecules 2025 dataset
Level of theory: ωB97M-V/def2-TZVPD

Calculated values
Total charge = +4
ΔE to the lowest compared entry with this formula, charge and spin = 145.7 kJ/mol
Kohn-Sham gap = 6.1 eV

Element x y z (Å)
1 Al -0.915 -2.076 0.862
2 O 0.593 1.885 0.323
3 V 0.742 0.659 -0.765
4 O -0.420 -0.468 -0.420



(3)
Formula: C53H46Br3N9O16
Source: the Open Molecules 2025 dataset
Level of theory: ωB97M-V/def2-TZVPD

Calculated values
Total charge = -1
2S+1 = 2
Kohn-Sham gap (alpha / beta) = 2.2 / 5.5 eV

Element x y z (Å)
1 N 9.150 8.146 -17.455
2 C 10.173 8.406 -18.298
3 C 11.322 7.719 -17.849
4 C 10.917 6.969 -16.786
5 C 9.567 7.177 -16.605
6 H 8.206 8.489 -17.558
7 H 10.040 8.946 -19.224
8 H 12.313 7.668 -18.275
9 H 11.511 6.297 -16.186
10 H 8.936 6.741 -15.843
11 C 20.560 3.940 -15.337
12 Br 22.380 3.712 -14.553
13 Br 19.374 2.268 -15.408
14 Br 20.682 4.601 -17.268
15 H 20.021 4.627 -14.684
16 C 17.369 4.848 -8.203
17 C 18.555 4.498 -7.559
18 C 19.651 4.184 -8.348
19 C 19.632 4.281 -9.770
20 C 18.392 4.582 -10.385
21 C 17.254 4.812 -9.614
22 N 20.853 4.192 -10.606
23 O 20.820 4.621 -11.765
24 O 21.797 3.749 -10.084
25 H 16.565 5.174 -7.560
26 H 18.573 4.453 -6.480
27 H 20.604 3.834 -7.981
28 H 18.308 4.728 -11.452
29 H 16.346 5.075 -10.135
30 C 18.986 9.821 -6.670
31 C 18.522 10.852 -7.433
32 C 18.091 10.611 -8.755
33 C 17.941 9.305 -9.208
34 C 18.486 8.278 -8.466
35 C 18.990 8.511 -7.173
36 N 17.365 9.045 -10.528
37 O 17.198 9.991 -11.325
38 O 17.003 7.908 -10.917
39 H 19.348 10.078 -5.686
40 H 18.480 11.900 -7.178
41 H 17.777 11.466 -9.337
42 H 18.525 7.300 -8.923
43 H 19.338 7.694 -6.558
44 C 10.879 13.430 -20.877
45 C 12.239 13.446 -20.747
46 C 12.774 12.764 -19.640
47 C 11.955 12.198 -18.634
48 C 10.601 12.321 -18.709
49 C 10.072 12.928 -19.875
50 N 12.552 11.423 -17.527
51 O 11.858 11.145 -16.568
52 O 13.679 11.066 -17.654
53 H 10.416 13.724 -21.807
54 H 12.896 13.839 -21.509
55 H 13.843 12.747 -19.484
56 H 10.004 11.866 -17.933
57 H 9.004 13.020 -20.013
58 C 11.102 7.770 -12.965
59 C 10.552 8.880 -12.328
60 C 10.664 8.996 -10.939
61 C 10.994 7.833 -10.219
62 C 11.515 6.687 -10.858
63 C 11.717 6.792 -12.235
64 N 10.739 7.830 -8.735
65 O 10.156 8.835 -8.233
66 O 11.240 6.926 -8.020
67 H 11.162 7.715 -14.042
68 H 10.335 9.758 -12.919
69 H 10.319 9.912 -10.484
70 H 11.820 5.770 -10.375
71 H 12.302 6.067 -12.781
72 C 15.103 0.351 -15.310
73 C 16.012 0.959 -14.492
74 C 15.610 1.935 -13.581
75 C 14.223 2.358 -13.516
76 C 13.255 1.602 -14.233
77 C 13.717 0.639 -15.169
78 N 13.874 3.507 -12.676
79 O 12.702 3.617 -12.352
80 O 14.736 4.345 -12.399
81 H 15.509 -0.481 -15.866
82 H 17.065 0.752 -14.614
83 H 16.348 2.383 -12.932
84 H 12.181 1.701 -14.189
85 H 12.958 0.148 -15.760
86 C 13.999 3.816 -17.282
87 C 15.307 3.404 -17.050
88 C 16.223 3.265 -18.170
89 C 15.711 3.528 -19.487
90 C 14.375 3.960 -19.654
91 C 13.573 4.146 -18.569
92 N 16.562 3.415 -20.717
93 O 17.746 3.237 -20.566
94 O 16.113 3.544 -21.819
95 H 13.466 3.833 -16.342
96 H 15.832 3.326 -16.110
97 H 17.235 2.915 -18.032
98 H 13.866 4.125 -20.592
99 H 12.570 4.535 -18.658
100 C 14.013 8.247 -15.179
101 C 14.593 7.786 -16.377
102 C 15.594 6.871 -16.363
103 C 16.194 6.576 -15.116
104 C 15.647 7.108 -13.933
105 C 14.515 7.927 -13.978
106 N 17.290 5.569 -15.023
107 O 17.601 5.046 -13.952
108 O 17.869 5.251 -16.041
109 H 13.157 8.893 -15.310
110 H 14.126 8.134 -17.286
111 H 15.920 6.488 -17.318
112 H 16.082 6.839 -12.982
113 H 14.153 8.513 -13.146
114 C 17.410 11.359 -21.229
115 C 17.751 10.323 -22.085
116 C 17.215 9.071 -21.813
117 C 16.248 8.826 -20.830
118 C 15.865 9.909 -20.061
119 C 16.447 11.229 -20.209
120 N 15.681 7.483 -20.661
121 O 14.957 7.362 -19.697
122 O 16.019 6.544 -21.353
123 H 17.819 12.351 -21.357
124 H 18.500 10.501 -22.842
125 H 17.551 8.188 -22.336
126 H 15.149 9.886 -19.253
127 H 16.255 12.001 -19.478



(4)
Formula: C21H57AlF6N19O44S2
Source: the Open Molecules 2025 dataset
Level of theory: ωB97M-V/def2-TZVPD

Calculated values
Total charge = +1
ΔE to the lowest compared entry with this formula, charge and spin = 0.0 kJ/mol
Kohn-Sham gap = 6.3 eV

Element x y z (Å)
1 Al -2.255 1.338 0.046
2 C -7.573 2.017 -1.370
3 F -8.694 1.292 -1.298
4 F -7.047 1.743 -2.587
5 F -7.929 3.345 -1.347
6 S -6.421 1.624 0.061
7 O -6.096 0.221 -0.253
8 O -5.238 2.484 -0.149
9 O -7.425 1.826 1.092
10 C 0.460 -0.750 -0.949
11 F 1.677 -1.232 -0.711
12 F 0.130 -0.794 -2.263
13 F -0.433 -1.433 -0.214
14 S 0.916 0.944 -0.295
15 O -0.700 1.598 -0.771
16 O 0.940 0.814 1.159
17 O 1.620 1.637 -1.347
18 C 1.439 4.789 -1.870
19 N 0.029 4.618 -2.414
20 O -0.144 4.806 -3.637
21 O -0.866 4.427 -1.664
22 H 2.136 4.546 -2.642
23 H 1.457 4.146 -0.998
24 H 1.463 5.831 -1.637
25 C 1.958 3.448 2.796
26 N 1.155 4.025 1.660
27 O 0.173 3.429 1.326
28 O 1.537 5.072 1.191
29 H 2.162 2.417 2.539
30 H 1.347 3.433 3.696
31 H 2.884 4.000 2.874
32 C -2.815 0.600 -4.011
33 N -2.320 1.780 -3.171
34 O -2.810 2.039 -2.053
35 O -1.490 2.444 -3.730
36 H -3.666 0.975 -4.543
37 H -3.049 -0.135 -3.246
38 H -2.101 0.354 -4.753
39 C -0.241 -0.504 3.367
40 N -1.405 -0.315 2.447
41 O -2.082 -1.274 2.263
42 O -1.574 0.816 1.970
43 H -0.702 -1.029 4.200
44 H 0.276 0.416 3.596
45 H 0.445 -1.105 2.780
46 C -2.576 4.347 5.199
47 N -1.926 3.416 4.182
48 O -2.292 3.534 3.065
49 O -1.005 2.751 4.583
50 H -2.317 5.327 4.848
51 H -2.160 4.067 6.170
52 H -3.673 4.255 5.183
53 C 5.036 1.585 -1.213
54 N 4.528 2.834 -0.545
55 O 4.715 3.903 -1.116
56 O 3.909 2.702 0.466
57 H 4.621 1.633 -2.209
58 H 4.616 0.782 -0.647
59 H 6.110 1.699 -1.325
60 C 2.051 1.743 -4.396
61 N 1.543 1.411 -5.773
62 O 0.787 0.462 -5.817
63 O 2.021 1.999 -6.689
64 H 2.922 2.354 -4.555
65 H 2.381 0.790 -3.988
66 H 1.190 2.153 -3.893
67 C -2.118 -5.668 0.678
68 N -3.415 -6.001 -0.033
69 O -3.697 -7.164 -0.102
70 O -3.931 -5.093 -0.588
71 H -1.937 -6.392 1.488
72 H -2.208 -4.619 0.955
73 H -1.359 -5.911 -0.076
74 C -0.274 7.434 1.263
75 N -1.438 6.634 1.702
76 O -1.856 5.869 0.904
77 O -1.694 6.742 2.874
78 H 0.051 6.925 0.357
79 H 0.407 7.364 2.094
80 H -0.553 8.475 1.141
81 C 3.878 -0.455 2.247
82 N 3.840 -1.312 3.504
83 O 2.931 -1.159 4.240
84 O 4.746 -2.080 3.649
85 H 3.720 0.557 2.564
86 H 3.126 -0.803 1.560
87 H 4.828 -0.617 1.786
88 C -5.351 -0.113 3.659
89 N -4.413 1.045 3.411
90 O -3.743 1.405 4.359
91 O -4.384 1.496 2.294
92 H -6.194 0.104 3.010
93 H -5.548 -0.208 4.719
94 H -4.878 -0.988 3.235
95 C 1.670 -2.706 -5.907
96 N 2.739 -3.569 -5.322
97 O 2.432 -4.440 -4.580
98 O 3.823 -3.434 -5.832
99 H 2.108 -1.902 -6.483
100 H 1.013 -2.262 -5.166
101 H 1.102 -3.373 -6.523
102 C -4.448 -1.909 0.191
103 N -3.366 -1.117 -0.579
104 O -2.888 -1.591 -1.520
105 O -3.225 0.087 -0.229
106 H -5.261 -2.085 -0.493
107 H -4.763 -1.157 0.904
108 H -4.015 -2.851 0.511
109 C -2.811 -4.549 -3.584
110 N -1.688 -3.591 -3.896
111 O -1.983 -2.602 -4.496
112 O -0.560 -3.943 -3.614
113 H -3.246 -4.825 -4.538
114 H -3.573 -4.082 -2.981
115 H -2.388 -5.410 -3.096
116 C 6.198 -1.252 -5.699
117 N 4.995 -0.406 -5.411
118 O 4.179 -0.137 -6.296
119 O 4.718 -0.229 -4.248
120 H 6.269 -1.429 -6.769
121 H 6.004 -2.240 -5.286
122 H 7.072 -0.850 -5.218
123 C -1.002 -4.501 4.757
124 N -1.705 -5.766 4.906
125 O -1.617 -6.579 3.989
126 O -2.383 -5.904 5.905
127 H -0.099 -4.622 5.322
128 H -1.705 -3.715 4.995
129 H -0.633 -4.481 3.738
130 C 4.027 -2.919 -2.571
131 N 5.095 -2.615 -1.582
132 O 4.792 -1.921 -0.626
133 O 6.195 -3.031 -1.818
134 H 3.760 -1.970 -3.020
135 H 3.197 -3.430 -2.079
136 H 4.475 -3.572 -3.289
137 C 1.276 2.394 7.476
138 N 2.172 2.689 6.297
139 O 2.657 3.769 6.258
140 O 2.344 1.761 5.529
141 H 0.988 3.369 7.864
142 H 1.922 1.807 8.096
143 H 0.475 1.745 7.134
144 C 3.149 -5.058 0.927
145 N 1.722 -4.727 0.601
146 O 1.063 -4.319 1.521
147 O 1.372 -4.990 -0.491
148 H 3.205 -4.915 1.992
149 H 3.743 -4.509 0.197
150 H 3.267 -6.075 0.573



(5)
Formula: C4H9INP
Source: the Open Molecules 2025 dataset
Level of theory: ωB97M-V/def2-TZVPD

Calculated values
Total charge = 0
Kohn-Sham gap (alpha / beta) = 8.5 / 7.7 eV

Element x y z (Å)
1 C 1.415 -0.127 -0.941
2 C -1.550 -0.172 -0.713
3 C 0.673 -0.226 0.377
4 C -0.648 0.509 0.335
5 N 2.157 -1.052 -1.330
6 P 4.569 1.490 1.280
7 I 3.086 0.913 3.090
8 H 1.269 0.860 -1.437
9 H -2.457 0.328 -0.626
10 H -1.242 -0.148 -1.824
11 H -1.739 -1.170 -0.450
12 H 1.287 0.173 1.141
13 H 0.446 -1.236 0.823
14 H -0.637 1.571 -0.014
15 H -1.041 0.553 1.319
16 H 5.455 2.296 2.067



(6)
Formula: C5H9N2OS
Source: the Open Molecules 2025 dataset
Level of theory: ωB97M-V/def2-TZVPD

Calculated values
Total charge = +1
ΔE to the lowest compared entry with this formula, charge and spin = 524.7 kJ/mol
SMILES string = [NH3+]C1=CC(=O)N[C@@H](S)C1
Kohn-Sham gap (alpha / beta) = 7.8 / 8.0 eV

Element x y z (Å)
1 N -1.810 -1.519 -0.869
2 C -0.817 -0.770 -0.181
3 C 0.908 -0.802 -0.899
4 C 1.975 -0.076 -0.146
5 O 3.137 -0.370 -0.361
6 N 1.553 0.887 0.720
7 C 0.109 1.214 0.725
8 S -0.231 2.249 -0.751
9 C -0.824 0.051 0.956
10 H -2.167 -2.350 -0.414
11 H -1.290 -1.732 -1.672
12 H -2.712 -1.001 -1.090
13 H 1.142 -1.451 -1.689
14 H 2.228 1.129 1.421
15 H -0.026 1.776 1.631
16 H 0.921 2.845 -0.570
17 H -1.677 0.428 1.408
18 H -0.420 -0.507 1.780



(7)
Formula: C2H11N2O
Source: the Open Molecules 2025 dataset
Level of theory: ωB97M-V/def2-TZVPD

Calculated values
Total charge = +1
ΔE to the lowest compared entry with this formula, charge and spin = 705.8 kJ/mol
Kohn-Sham gap = 5.1 eV

Element x y z (Å)
1 N 0.251 1.178 -0.863
2 C 0.148 1.138 0.549
3 C -1.299 0.969 1.072
4 N -0.342 -1.856 -0.139
5 H -0.850 -1.895 -1.026
6 H 0.705 1.986 -1.279
7 H 0.526 0.322 -1.359
8 H 0.718 0.280 0.926
9 H 0.628 2.021 0.961
10 H -1.278 0.662 2.125
11 H -1.941 1.847 0.998
12 H -0.489 -2.793 0.257
13 H -1.692 0.106 0.531
14 H 2.442 -1.380 -1.352
15 H 0.779 -1.651 -0.491
16 O 1.694 -0.937 -0.910



(8)
Formula: CH4N2O2
Source: the Open Molecules 2025 dataset
Level of theory: ωB97M-V/def2-TZVPD

Calculated values
Total charge = 0
ΔE to the lowest compared entry with this formula, charge and spin = 209.1 kJ/mol
Kohn-Sham gap = 8.8 eV

Element x y z (Å)
1 C -1.174 -0.396 0.523
2 O -0.345 -1.350 1.053
3 O 1.405 0.100 -1.094
4 N -0.859 0.824 0.535
5 N -0.610 1.932 0.584
6 H 0.321 -1.611 0.387
7 H 2.130 0.245 -0.484
8 H -2.085 -0.693 0.022
9 H 1.216 0.947 -1.526